No. 1
The following is a DFT calculation (ωB97M-V with the def2-TZVPD basis set) of C3H9N5 in the gas phase.

HOMO level = -8.68 eV
ΔE to the lowest compared entry with this formula, charge and spin = 24.7 kcal per mole
total charge = 0

Structure (XYZ):
```
17
Properties=species:S:1:pos:R:3:forces:R:3
C 0.1389 0.2708 0.6358 0.6 -0.3 -2.1
C 1.3423 -0.2851 -0.1309 1.9 -2.6 1.0
C -1.0712 -0.3890 0.0113 -3.0 0.0 -0.8
H 0.3152 2.2400 -0.2707 0.5 -0.4 -1.4
H 0.4804 2.0559 1.2803 0.5 1.1 1.3
H 0.1819 0.0368 1.7065 0.1 -0.2 -0.4
H 1.9893 -2.2192 -0.4110 0.8 -0.5 -0.7
H 0.4573 -1.9613 0.3909 1.0 -0.7 -0.4
H 2.1357 1.2591 -0.6669 0.7 -0.2 -0.3
H -1.5767 1.4598 -0.5354 -0.5 -0.7 -0.4
H -2.7784 0.3248 -1.0441 0.9 -0.3 0.3
H -2.2413 -1.9551 -0.2446 1.0 0.7 0.4
N 0.0714 1.6582 0.4885 -1.1 1.8 1.7
N 1.3790 -1.6230 0.0737 -2.1 -0.1 1.3
N 2.3485 0.2483 -0.7026 -1.2 2.2 0.0
N -1.7927 0.4891 -0.8127 0.4 0.5 0.7
N -1.3796 -1.6100 0.2319 -0.4 -0.1 0.0
```
Positions in Å, forces in eV/Å.

No. 2
The following is a DFT calculation (ωB97M-V with the def2-TZVPD basis set) of a 8-piece molecular cluster, C12H28N4O24S4 overall.

HOMO level = -11.02 eV
ΔE to the lowest compared entry with this formula, charge and spin = 28.2 kcal per mole
total charge = 0

Structure (XYZ):
```
72
Properties=species:S:1:pos:R:3:forces:R:3
C 0.6131 1.6675 -4.0501 -0.1 0.1 -0.5
N -0.4861 0.7335 -4.4157 -1.2 -1.8 0.6
O -0.5389 -0.3089 -3.7449 0.3 1.1 -0.3
O -1.2219 0.9005 -5.3638 0.6 0.9 0.2
H 0.7681 1.6505 -2.9789 0.1 -0.5 0.0
H 0.4060 2.7067 -4.3198 -0.1 -0.5 -0.5
H 1.4005 1.1778 -4.6378 0.4 0.7 0.5
C -1.9175 4.7170 2.2359 0.4 1.4 0.8
N -1.9052 3.8284 3.4208 0.3 -0.5 -0.4
O -0.8640 3.6599 4.0128 0.0 0.3 0.0
O -2.9466 3.2657 3.6739 -0.6 -0.3 0.3
H -1.1577 5.4868 2.4218 -0.2 -0.4 -0.3
H -2.8947 5.1664 2.1491 -0.3 0.0 0.1
H -1.7134 4.1569 1.3557 0.4 -0.6 -0.5
C 2.3530 -2.2510 4.8508 1.3 0.0 -1.7
N 2.5352 -1.7850 3.3731 -0.6 -0.8 1.4
O 1.7622 -0.9788 2.9265 -0.2 0.4 -0.2
O 3.4261 -2.3274 2.7622 0.4 0.0 -0.3
H 1.2973 -2.4038 5.0049 -0.2 0.0 0.1
H 2.7606 -1.4195 5.4341 -0.1 -0.4 0.1
H 2.9771 -3.1757 4.8376 -0.7 0.8 0.6
C -0.6255 0.3628 -0.2419 0.3 0.5 1.4
N -0.0226 1.7260 0.1742 -2.0 -0.9 0.1
O 0.0926 2.0182 1.3591 0.3 -0.4 -1.4
O 0.0208 2.4859 -0.7717 0.8 0.7 0.2
H -0.0390 -0.0416 -1.0479 0.1 0.2 -0.5
H -1.6769 0.5879 -0.4873 0.6 -0.2 0.0
H -0.5487 -0.2950 0.6144 -0.2 0.0 0.2
C -4.1435 -0.1187 2.1207 -1.6 0.3 -1.0
C -5.5802 0.2161 2.5615 -0.2 -1.5 -1.0
O -6.3562 0.0265 1.3504 0.2 0.0 0.4
S -5.4991 0.4184 0.0669 -0.1 -1.1 1.7
O -5.7839 1.7628 -0.2146 0.0 1.2 -1.0
O -5.6230 -0.6456 -0.8476 -0.4 -0.2 -1.2
O -4.0625 0.2983 0.7138 0.1 0.3 0.8
H -3.9503 -1.1837 2.1000 0.3 0.0 0.5
H -3.5598 0.5589 2.6720 1.6 0.2 0.7
H -5.7108 1.1967 2.9663 0.0 0.8 0.0
H -5.9606 -0.5127 3.2709 0.0 0.0 0.1
C 1.9810 -3.0006 0.0147 0.5 -2.8 -1.9
C 3.3768 -2.5080 -0.1828 1.1 1.5 0.8
O 3.5445 -2.3585 -1.6234 0.2 -0.3 0.5
S 2.1825 -1.8323 -2.2277 0.2 -0.6 -0.3
O 1.9418 -2.5268 -3.4621 0.1 1.2 0.9
O 2.1489 -0.3967 -2.1155 -0.3 -1.1 -0.3
O 1.2746 -2.5074 -1.1091 -1.3 1.2 -0.9
H 1.5475 -2.6012 0.8911 -0.6 -0.1 1.0
H 1.9541 -4.1461 -0.1777 -0.2 1.8 1.2
H 4.1110 -3.2306 0.2001 -0.1 0.5 -0.3
H 3.4938 -1.5007 0.3186 0.2 -1.2 -0.7
C -1.9369 -2.3320 -1.8940 1.3 -0.5 0.7
C -3.3135 -2.6752 -2.3097 -1.4 -1.0 -1.2
O -3.6834 -3.7833 -1.4559 0.1 -0.6 -0.2
S -2.9312 -3.7100 -0.1037 0.4 1.4 2.3
O -1.9611 -4.7601 0.1007 -1.8 0.4 -0.1
O -3.9468 -3.3133 0.8612 1.8 -1.1 -0.5
O -2.0140 -2.4077 -0.4104 -0.8 0.1 -1.1
H -1.6132 -1.3521 -2.2307 0.0 0.0 0.3
H -1.1864 -3.1091 -2.1735 -0.6 0.6 -0.1
H -3.4774 -3.1414 -3.2692 0.8 0.2 -0.7
H -4.0825 -1.9147 -2.2792 0.1 0.5 0.8
C 5.1400 2.4551 -2.1127 -0.7 0.2 0.7
C 5.7732 3.3125 -1.0298 -3.0 0.0 0.0
O 6.0253 2.4238 0.0028 0.2 -2.1 1.8
S 4.7823 1.3187 0.1267 0.9 1.7 -2.1
O 3.6880 1.9495 0.7534 -0.4 -0.1 1.3
O 5.2816 0.0344 0.4834 -0.1 0.8 0.0
O 4.4285 1.4131 -1.4331 0.2 -0.7 0.3
H 5.7944 1.9644 -2.7735 1.1 -0.4 -0.8
H 4.4246 3.0459 -2.6399 -0.5 0.2 -0.6
H 5.0037 4.0473 -0.6933 0.6 -0.2 -0.2
H 6.6245 3.8141 -1.3533 1.7 0.7 -0.3
```
Positions in Å, forces in eV/Å.

No. 3
The following is a DFT calculation (ωB97M-V with the def2-TZVPD basis set) of C44H73F17O10PS as an isolated structure.

HOMO level = -4.26 eV
total charge = -1

Structure (XYZ):
```
146
Properties=species:S:1:pos:R:3:forces:R:3
C -1.2776 -3.8919 0.4339 -0.8 0.1 -0.5
C -2.1586 -2.9404 1.2247 0.9 -1.1 -1.5
O -2.3932 -3.1706 2.3601 -0.6 0.2 2.1
O -2.6525 -1.9056 0.5264 0.6 0.2 0.2
C -2.7531 -0.6929 1.2872 -0.6 1.5 -0.2
C -1.4716 0.1374 1.2614 0.3 -0.7 -0.3
C -0.3786 -0.3395 2.2226 -0.1 0.6 0.1
C -0.7022 -0.0753 3.7068 0.1 -1.1 -0.2
C 0.5361 -0.1460 4.6246 -0.7 0.5 0.3
C 1.2545 1.1827 4.9174 0.9 0.0 0.4
C 2.0239 1.7911 3.7304 0.1 -0.8 -0.1
O 3.3981 2.1039 3.9853 -1.3 0.2 0.1
P 3.8863 3.3104 2.7941 3.2 1.0 0.1
C 4.4412 1.8773 1.6280 -0.3 0.0 0.0
C 5.1545 2.3549 0.3521 -0.1 -0.7 0.6
C 4.2382 2.6487 -0.8480 1.2 0.5 1.5
F 4.2621 3.9945 -1.0326 0.0 0.5 -0.5
F 2.9691 2.3520 -0.5765 -0.7 -0.6 -0.5
C 4.7185 2.0577 -2.2072 -1.0 1.0 0.3
F 4.2138 2.8579 -3.1697 -0.6 0.0 -0.6
F 6.0331 2.2261 -2.3047 1.1 -0.6 0.2
C 4.2513 0.6398 -2.6154 0.1 0.6 0.1
F 4.6932 0.4196 -3.8538 1.0 -0.5 -0.5
F 2.9278 0.6969 -2.7409 -1.0 0.0 0.4
C 4.5229 -0.5713 -1.6813 -0.4 -0.1 -0.9
F 3.8323 -1.5943 -2.2309 0.0 -0.5 -0.4
F 3.9339 -0.3462 -0.5218 0.3 0.4 1.0
C 5.9670 -1.0912 -1.5672 0.0 -0.7 0.1
F 6.8683 -0.1850 -1.2188 0.0 0.8 0.6
F 6.3156 -1.5010 -2.7927 0.0 -0.3 -0.7
C 6.1764 -2.3610 -0.6527 0.7 0.8 -0.6
F 7.5031 -2.5638 -0.7280 0.6 0.2 0.1
F 5.6471 -3.4187 -1.2536 -0.9 -0.4 0.2
C 5.8495 -2.2085 0.8629 -0.1 -0.7 0.4
F 5.8673 -0.9478 1.2469 -0.3 1.3 -0.4
F 6.8618 -2.7645 1.5325 0.6 -1.0 0.1
C 4.5425 -2.8536 1.4387 0.0 -0.3 0.9
F 3.5857 -1.9855 1.6072 -0.8 1.1 -0.5
F 4.0669 -3.8796 0.7618 0.0 -0.5 -0.8
F 4.8313 -3.2958 2.6582 0.4 -0.4 0.6
O 2.2825 3.4587 2.0988 -1.1 -0.1 0.6
C 1.4666 3.1417 3.1684 0.5 -0.9 1.5
S -0.3333 3.3501 2.8799 -0.3 -0.1 -1.0
H -0.5339 -3.3707 -0.1689 0.0 0.0 0.1
H -1.9298 -4.4556 -0.2454 0.1 0.1 0.0
H -0.8553 -4.6059 1.1336 0.2 0.1 0.0
H -3.5217 -0.0912 0.7932 -0.1 -0.3 -0.1
H -3.1103 -0.8437 2.3075 0.1 -0.5 -0.1
H -1.0622 0.1199 0.2435 -0.2 -0.1 0.0
H -1.7233 1.1843 1.4459 0.0 -0.1 0.3
H -0.2018 -1.4180 2.1221 0.0 0.1 -0.2
H 0.5505 0.1500 1.9197 0.0 0.0 0.2
H -1.3514 -0.9109 4.0078 -0.1 0.2 0.0
H -1.2968 0.8264 3.8513 0.3 0.2 -0.1
H 1.2308 -0.9019 4.2406 0.1 0.2 -0.1
H 0.1786 -0.5359 5.5859 0.2 0.0 0.0
H 1.9933 0.9719 5.7128 -0.2 0.2 -0.3
H 0.5681 1.9156 5.3575 -0.1 -0.1 -0.1
H 2.1157 0.9529 3.0205 -0.7 0.5 -0.6
H 5.2647 3.2739 3.3138 0.0 -0.2 0.1
H 4.3324 4.3650 1.8965 0.0 -0.3 -0.4
H 3.6973 4.3356 3.7680 -0.9 -0.2 -0.2
H 3.6297 1.1625 1.4560 0.1 0.2 -0.3
H 5.1920 1.3406 2.2118 -0.1 0.1 0.1
H 5.6594 3.2902 0.6178 0.0 0.0 -0.2
H 5.9510 1.6395 0.1237 -0.2 0.1 -0.4
H 1.6574 3.8248 4.0141 0.0 0.1 -0.1
H -0.8398 3.3260 4.1300 0.6 0.0 -0.1
C -4.7020 -4.8775 -3.8869 -0.2 0.0 0.0
C -4.5106 -3.4392 -3.4242 0.3 -0.1 0.0
C -4.9139 -3.5267 -1.9619 -0.2 0.1 0.1
O -4.5785 -4.8505 -1.5217 0.0 0.0 -0.2
C -4.2625 -5.6596 -2.6581 0.2 0.1 0.1
H -4.1302 -5.1326 -4.7797 0.0 0.0 0.0
H -5.7559 -5.0647 -4.0941 0.0 0.0 -0.1
H -3.4594 -3.1574 -3.5059 0.0 0.1 0.0
H -5.0999 -2.7143 -3.9851 0.0 0.0 0.0
H -5.9948 -3.3925 -1.8372 0.0 0.1 0.0
H -4.3981 -2.7940 -1.3404 0.0 -0.1 0.1
H -3.1793 -5.8302 -2.6621 0.0 -0.1 -0.1
H -4.7649 -6.6252 -2.5692 0.0 0.0 0.1
C 4.9063 0.5129 9.7939 0.1 -0.2 0.1
C 5.4184 1.0416 8.4606 0.0 0.2 0.1
C 4.2374 0.7690 7.5434 -0.1 -0.1 -0.2
O 3.0582 0.8596 8.3570 0.2 0.0 0.2
C 3.4338 0.8925 9.7337 -0.1 0.2 -0.1
H 5.4181 0.9321 10.6606 0.0 0.0 0.0
H 5.0118 -0.5749 9.8282 0.0 0.0 0.0
H 5.5972 2.1176 8.5310 0.0 0.0 0.0
H 6.3378 0.5657 8.1217 0.0 0.0 0.0
H 4.2835 -0.2426 7.1260 0.1 0.0 0.0
H 4.1704 1.4805 6.7194 -0.1 0.0 0.0
H 3.2716 1.9107 10.1068 0.0 0.0 0.1
H 2.7982 0.2099 10.3013 -0.1 0.0 0.0
C -2.7084 -1.0583 -7.0864 -0.2 -0.1 -0.1
C -2.5093 0.3780 -6.6262 0.2 0.1 0.0
C -2.9087 0.2923 -5.1629 -0.2 0.0 0.2
O -2.5787 -1.0322 -4.7216 0.0 0.0 -0.3
C -2.2695 -1.8420 -5.8584 0.2 0.0 0.1
H -2.1409 -1.3172 -7.9803 0.0 0.0 0.0
H -3.7672 -1.2405 -7.2890 0.0 0.0 0.0
H -1.4547 0.6532 -6.7123 0.0 0.0 0.0
H -3.0978 1.1056 -7.1846 0.0 0.0 0.0
H -3.9856 0.4335 -5.0384 0.0 0.1 -0.1
H -2.3874 1.0221 -4.5412 0.0 -0.1 0.1
H -1.1879 -2.0187 -5.8661 0.0 -0.1 -0.1
H -2.7778 -2.8043 -5.7687 0.0 0.0 0.1
C 6.3453 7.4955 5.7357 0.2 0.0 0.0
C 5.3880 8.3638 4.9328 -0.1 0.1 0.1
C 4.7401 7.3379 4.0127 0.1 -0.2 -0.2
O 4.7215 6.1026 4.7271 0.3 0.5 0.3
C 5.5432 6.2107 5.8869 -0.2 -0.1 0.0
H 6.6392 7.9295 6.6921 0.0 0.0 0.0
H 7.2514 7.3053 5.1543 0.0 0.0 0.0
H 4.6364 8.8014 5.5961 0.0 0.0 0.0
H 5.8760 9.1742 4.3908 0.0 0.0 0.0
H 5.3277 7.1935 3.0997 0.0 0.1 0.0
H 3.7219 7.6081 3.7292 0.0 -0.1 0.0
H 4.8884 6.2528 6.7661 0.1 0.0 0.1
H 6.1752 5.3248 5.9674 -0.1 -0.1 -0.1
C -8.6362 -7.2875 -7.1063 0.1 -0.1 -0.1
C -9.0879 -7.6140 -5.6900 -0.2 0.1 0.1
C -7.9260 -7.0851 -4.8635 0.2 -0.1 0.0
O -7.3802 -5.9765 -5.5866 -0.2 -0.2 -0.1
C -7.9296 -5.9554 -6.9076 -0.1 0.2 0.1
H -9.4514 -7.2320 -7.8270 0.0 0.0 0.0
H -7.9248 -8.0415 -7.4530 0.0 0.0 0.0
H -9.9996 -7.0595 -5.4533 0.0 0.0 0.0
H -9.2810 -8.6729 -5.5221 0.0 0.0 0.0
H -7.1397 -7.8399 -4.7538 -0.1 0.0 0.1
H -8.2308 -6.7557 -3.8694 0.1 0.1 0.0
H -8.6346 -5.1192 -6.9690 0.0 0.0 -0.1
H -7.1307 -5.7890 -7.6313 0.0 0.0 0.1
C -6.7836 3.9486 -5.5203 -0.1 0.1 -0.2
C -7.4183 3.0808 -4.4430 0.1 0.0 0.2
C -7.1908 1.6825 -4.9955 -0.1 -0.1 -0.1
O -5.9782 1.7336 -5.7549 -0.1 0.2 0.0
C -5.5937 3.1005 -5.9403 0.2 -0.1 0.1
H -6.4963 4.9405 -5.1738 0.0 0.0 0.0
H -7.4750 4.0668 -6.3589 0.0 0.0 0.0
H -6.8784 3.2040 -3.5011 0.0 0.0 0.0
H -8.4701 3.3002 -4.2632 0.0 0.0 0.0
H -8.0015 1.3839 -5.6693 -0.1 0.0 0.1
H -7.0968 0.9298 -4.2115 0.1 0.0 -0.1
H -4.7228 3.2975 -5.3056 0.0 0.1 0.0
H -5.3075 3.2596 -6.9811 0.0 -0.1 0.0
```
Positions in Å, forces in eV/Å.

| no. | orbital gap (eV) |
| --- | --- |
| 1 | 9.464 |
| 2 | 11.035 |
| 3 | 6.058 |